Record 1
Formula: C4H7Br2NO2
Source: the Open Molecules 2025 dataset
Level of theory: ωB97M-V with the def2-TZVPD basis set

Structure (XYZ):
```
16
Properties=species:S:1:pos:R:3
C 0.6728 -0.6514 -0.8747
N -1.4629 -0.6060 1.5554
H 1.5761 -1.3253 -0.9156
H 0.9292 1.4137 -1.6575
H 0.7388 0.0784 -2.8205
C -0.7786 0.6016 1.1020
H -0.6112 0.5264 -2.2416
Br 2.0833 1.2357 0.8707
O -2.2081 -1.1013 0.7719
H -1.1051 0.9731 0.0847
H -0.0839 -1.3614 -1.0801
H 0.9635 -1.0120 1.2526
O -1.2179 -0.9466 2.6760
C 0.3710 0.4413 -1.9113
C 0.7270 -0.0673 0.6175
Br -0.5941 1.8011 2.5706
```

For the LUMO energy, the calculation gives -0.0060 hartree. The total energy is -149927.159 eV. The largest force on an atom is 4.4 eV/A. The gap between HOMO and LUMO comes out at 0.372 Ha. As for the molar mass: 260.91 g/mol. As for the spin multiplicity: 1. Its HOMO energy is -0.378 Ha.

Record 2
Formula: C4H7BrCl2N2O2Si
Source: the Open Molecules 2025 dataset
Level of theory: ωB97M-V with the def2-TZVPD basis set

Structure (XYZ):
```
19
Properties=species:S:1:pos:R:3
H -1.1265 -1.9910 -1.2356
H 3.4969 1.6546 -0.0288
H 3.5197 0.2938 1.0905
C 1.6232 0.6729 0.1968
H -0.9827 -2.8197 0.8586
H -0.6511 -1.3219 1.3563
Cl 1.4257 -0.2092 -2.2873
C 3.1165 0.6441 0.1404
O -2.3485 3.2326 1.0978
C 0.7668 0.3646 -0.7799
Si -1.1074 0.3269 -0.7584
Cl 1.0047 1.1828 1.7402
O -1.7547 1.2963 0.4304
C -1.6641 -1.4117 -0.4723
N -1.9015 2.7089 0.1760
H 3.4598 -0.0116 -0.6585
N -1.3624 -1.8818 0.8979
Br -1.8383 1.0226 -2.7330
H -2.7348 -1.5066 -0.6658
```

Its SMILES is C/C(Cl)=C(\Cl)[Si@@](Br)(CN)ON=O. For the LUMO energy, the calculation gives -0.0024 hartree. The total energy is -114301.520 eV. The largest force on an atom is 0.4 eV/A. The gap between HOMO and LUMO comes out at 0.353 Ha. As for the molar mass: 294.01 g/mol. As for the spin multiplicity: 1. Its HOMO energy is -0.355 Ha.

Record 3
Formula: C4H7BrClF
Source: the Open Molecules 2025 dataset
Level of theory: ωB97M-V with the def2-TZVPD basis set

Structure (XYZ):
```
14
Properties=species:S:1:pos:R:3
C -0.8242 -0.2466 -0.2695
H -0.9274 -0.8363 -1.2235
H -1.5717 1.7460 0.3295
H 1.3078 0.3541 1.8402
F 0.6940 -1.7007 1.4259
Br 3.2651 -0.9721 1.0970
Cl 1.5689 -1.1599 -1.4086
H -1.2821 1.5739 -1.4888
C 0.7578 -0.0863 -0.3153
C 1.2909 -0.4744 1.1318
H -1.0506 -0.7786 0.6452
H 1.0621 0.8523 -0.6461
H -2.6504 0.6521 -0.6162
C -1.6402 1.0764 -0.5015
```

For the LUMO energy (alpha / beta), the calculation gives 0.0304 / -0.1393 hartree. The total energy is -89538.054 eV. The largest force on an atom is 5.6 eV/A. The gap between HOMO and LUMO (alpha / beta) comes out at 0.227 / 0.254 Ha. As for the molar mass: 189.46 g/mol. As for the spin multiplicity: 3. Its HOMO energy (alpha / beta) is -0.196 / -0.393 Ha.

Record 4
Formula: C4H7BrF2N2O
Source: the Open Molecules 2025 dataset
Level of theory: ωB97M-V with the def2-TZVPD basis set

Structure (XYZ):
```
17
Properties=species:S:1:pos:R:3
H -0.1447 -1.1122 1.3196
F -0.1996 2.7416 -0.7041
H -1.7152 1.2290 -0.9233
C -0.4229 -0.1931 -1.4169
H 0.2793 -1.3621 2.9551
C 0.7127 0.5884 -0.8380
O -0.3159 -1.2880 -1.9307
N 1.8742 -0.2704 -0.5748
C 0.7603 1.8365 -0.5215
H -0.8889 -2.4830 2.2863
F 1.8731 2.4049 -0.0451
C -0.5533 -1.5136 2.2852
N -1.5607 0.4397 -1.5144
H 2.6885 0.1686 -0.0910
Br -2.0583 -0.4014 2.9246
H 2.0635 -0.8844 -1.3566
H -2.3920 0.0995 -1.8542
```

Its SMILES is NC(=O)C(N)=C(F)F.CBr. For the LUMO energy, the calculation gives 0.0240 hartree. The total energy is -84765.912 eV. The largest force on an atom is 4.6 eV/A. The gap between HOMO and LUMO comes out at 0.362 Ha. As for the molar mass: 217.01 g/mol. As for the spin multiplicity: 1. Its HOMO energy is -0.338 Ha.

Record 5
Formula: C4H7BrN2
Source: the Open Molecules 2025 dataset
Level of theory: ωB97M-V with the def2-TZVPD basis set

Structure (XYZ):
```
14
Properties=species:S:1:pos:R:3
H -0.8819 1.5985 -1.0940
H 1.4736 -0.6878 0.8083
H 0.1075 -1.4690 1.8282
H 0.6779 0.7834 -1.1328
Br -3.5814 0.6042 0.4155
C -0.3645 0.6428 -0.9879
C -0.6628 0.0293 0.4428
H 0.3682 -1.9049 0.1259
N -2.3082 -2.7739 -0.8106
H -0.6057 0.8591 1.1230
H -0.7846 -0.0104 -1.6473
N -2.1997 -1.7128 -0.4092
C -2.0262 -0.5814 0.1400
C 0.3605 -1.0261 0.8198
```

For the LUMO energy, the calculation gives -0.0081 hartree. The total energy is -77281.550 eV. The largest force on an atom is 3.2 eV/A. The gap between HOMO and LUMO comes out at 0.295 Ha. As for the molar mass: 163.02 g/mol. As for the spin multiplicity: 1. Its HOMO energy is -0.303 Ha.

Record 6
Formula: C4H7BrN2
Source: the Open Molecules 2025 dataset
Level of theory: ωB97M-V with the def2-TZVPD basis set

Structure (XYZ):
```
14
Properties=species:S:1:pos:R:3
H -3.4785 3.5677 0.4231
H 0.9914 0.1417 -0.8246
H 0.0921 -1.2302 -1.5302
C -1.2630 1.4334 -0.4102
N -2.4609 3.3118 0.1926
C -1.0909 0.0817 -0.3129
H -0.0005 -2.0405 1.0637
H -0.3252 2.0084 -0.6020
Br -2.4308 -1.1766 0.1043
N -2.4751 2.0752 -0.0491
H 1.2035 -0.8454 1.1565
C 0.7442 -1.4963 0.5298
H 1.3118 -2.1023 -0.0221
C 0.2042 -0.5972 -0.5830
```

For the LUMO energy (alpha / beta), the calculation gives 0.0327 / -0.0686 hartree. The total energy is -77279.515 eV. The largest force on an atom is 4.2 eV/A. The gap between HOMO and LUMO (alpha / beta) comes out at 0.292 / 0.267 Ha. As for the molar mass: 163.02 g/mol. As for the spin multiplicity: 3. Its HOMO energy (alpha / beta) is -0.259 / -0.336 Ha.

Record 7
Formula: C4H7BrO2S
Source: the Open Molecules 2025 dataset
Level of theory: ωB97M-V with the def2-TZVPD basis set

Structure (XYZ):
```
15
Properties=species:S:1:pos:R:3
H -1.7992 2.1726 -0.5289
Br 2.6082 -1.7257 1.3104
C -0.7065 0.5285 0.1383
H -0.0248 2.4852 -0.8127
C 0.8227 0.1559 0.1858
H -1.0523 -0.1150 -0.5643
H 1.3686 0.1715 -0.6957
H -0.7627 2.7651 0.6910
S 0.2449 -2.5322 -0.6276
C -0.8578 2.0254 -0.1747
O -1.0300 -2.2123 -1.2679
H 1.2788 1.0461 0.8325
O 0.4102 -3.8876 -0.2396
C 0.8789 -1.1768 0.7401
H -1.3789 0.2993 1.0131
```

Its SMILES is CCCC(Br)=S(=O)=O. For the LUMO energy (alpha / beta), the calculation gives -0.0734 / -0.0662 hartree. The total energy is -89229.729 eV. The largest force on an atom is 5.4 eV/A. The gap between HOMO and LUMO (alpha / beta) comes out at 0.273 / 0.274 Ha. As for the molar mass: 199.07 g/mol. As for the spin multiplicity: 1. Its HOMO energy (alpha / beta) is -0.346 / -0.340 Ha.

Record 8
Formula: C4H7Cl
Source: the Open Molecules 2025 dataset
Level of theory: ωB97M-V with the def2-TZVPD basis set

Structure (XYZ):
```
12
Properties=species:S:1:pos:R:3
H -1.2022 -2.1236 -0.2372
C 1.6597 1.1812 0.0800
H -0.5908 -0.9194 1.5847
H 2.5548 1.0011 0.6981
C 0.8476 0.0993 -0.1837
H 1.3662 2.2426 0.1200
Cl 1.4942 -1.5339 -0.1651
C -0.6424 0.1507 -0.6145
H -1.0094 1.1351 -0.4027
H -0.8365 -0.1522 -1.6932
H -2.3926 -0.1687 0.4706
C -1.2485 -0.9122 0.3430
```

For the LUMO energy, the calculation gives 0.0282 hartree. The total energy is -16779.865 eV. The largest force on an atom is 4.8 eV/A. The gap between HOMO and LUMO comes out at 0.373 Ha. As for the molar mass: 90.55 g/mol. As for the spin multiplicity: 1. Its HOMO energy is -0.345 Ha.

Record 9
Formula: C4H7Cl
Source: the Open Molecules 2025 dataset
Level of theory: ωB97M-V with the def2-TZVPD basis set

Structure (XYZ):
```
12
Properties=species:S:1:pos:R:3
H -2.2638 0.9716 0.1693
C -1.2019 0.9608 0.3215
Cl -1.2386 -1.7007 -0.0310
H 1.2729 0.8583 -0.5095
C -0.5667 -0.1422 -0.4799
H -0.8678 1.9504 -0.1254
C 0.8781 -0.0912 -0.3172
C 1.7716 -0.9694 0.2156
H -0.9028 0.1073 -1.5318
H -1.1352 0.8754 1.4063
H 2.8396 -1.1054 -0.0851
H 1.4145 -1.7150 0.9673
```

Its SMILES is C=C[C@H](C)Cl. For the LUMO energy, the calculation gives 0.0330 hartree. The total energy is -16782.397 eV. The largest force on an atom is 3.1 eV/A. The gap between HOMO and LUMO comes out at 0.371 Ha. As for the molar mass: 90.55 g/mol. As for the spin multiplicity: 1. Its HOMO energy is -0.338 Ha.

Record 10
Formula: C4H7Cl2N
Source: the Open Molecules 2025 dataset
Level of theory: ωB97M-V with the def2-TZVPD basis set

Structure (XYZ):
```
14
Properties=species:S:1:pos:R:3
H 2.4596 1.0530 -1.2026
C -0.0278 -0.0004 1.6614
H -0.4488 -0.8186 2.3339
H 2.9826 -0.6915 -1.2543
N 2.0224 0.0061 -1.4183
C 1.5269 -0.1410 1.1487
Cl -1.4335 -1.1970 -0.3775
C -0.1991 -0.1687 0.1741
C 1.2505 -0.4314 -0.2245
H 2.0462 -1.0321 1.6636
H 1.0994 -1.5721 -0.4395
H -0.1423 1.2104 2.0576
Cl -0.9122 1.5216 -0.2790
H 2.4210 0.7377 1.3706
```

For the LUMO energy, the calculation gives 0.0223 hartree. The total energy is -30792.551 eV. The largest force on an atom is 8.1 eV/A. The gap between HOMO and LUMO comes out at 0.393 Ha. As for the molar mass: 140.01 g/mol. As for the spin multiplicity: 1. Its HOMO energy is -0.370 Ha.

Record 11
Formula: C4H7Cl2N
Source: the Open Molecules 2025 dataset
Level of theory: ωB97M-V with the def2-TZVPD basis set

Structure (XYZ):
```
14
Properties=species:S:1:pos:R:3
C -1.6923 -0.1701 0.4648
H -1.3970 -1.9904 1.4727
H -2.3254 -2.4265 0.4659
Cl 0.2394 0.4179 2.2634
C -0.2753 0.7651 -1.4056
Cl 1.3443 0.5281 -2.3675
N -1.4655 -1.7618 0.4837
C 0.7356 -0.4867 0.5759
H 0.4978 -1.5913 0.8937
H 1.8228 -0.3233 0.3877
C -0.4134 0.0876 -0.3179
H -1.8193 0.3907 1.6918
H -2.4289 -0.0890 -0.2974
H -1.1419 1.1057 -2.1349
```

For the LUMO energy, the calculation gives 0.0183 hartree. The total energy is -30792.312 eV. The largest force on an atom is 5.2 eV/A. The gap between HOMO and LUMO comes out at 0.382 Ha. As for the molar mass: 140.01 g/mol. As for the spin multiplicity: 1. Its HOMO energy is -0.364 Ha.

Record 12
Formula: C4H7Cl2P
Source: the Open Molecules 2025 dataset
Level of theory: ωB97M-V with the def2-TZVPD basis set

Structure (XYZ):
```
14
Properties=species:S:1:pos:R:3
H 0.8377 -2.2002 0.8779
C -0.0425 -0.3412 0.3333
Cl 0.2623 3.9805 -0.5646
P -0.0784 2.2396 -1.5540
H 1.3509 1.1752 0.6762
H -1.8581 -0.0120 -0.8966
H -0.3402 -1.5811 2.1444
C 0.4137 -1.4225 1.4191
H 1.2524 -1.0059 1.8963
H -0.9550 -1.2823 -1.3118
Cl 1.4197 2.0179 -2.8977
C -1.2381 -0.7383 -0.4486
H -1.6636 -1.5867 0.1771
C 0.6391 0.7571 0.1491
```

For the LUMO energy, the calculation gives 0.0265 hartree. The total energy is -38593.784 eV. The largest force on an atom is 6.3 eV/A. The gap between HOMO and LUMO comes out at 0.346 Ha. As for the molar mass: 156.98 g/mol. As for the spin multiplicity: 1. Its HOMO energy is -0.319 Ha.

Record 13
Formula: C4H7Cl2P
Source: the Open Molecules 2025 dataset
Level of theory: ωB97M-V with the def2-TZVPD basis set

Structure (XYZ):
```
14
Properties=species:S:1:pos:R:3
C 0.0908 0.7054 2.2250
H -1.4079 1.3859 -1.9311
P 0.7948 -1.4784 -1.7266
H 0.3751 1.3615 -1.9342
C 0.0729 -0.5504 1.9823
H -0.5145 1.5155 -0.4212
H 0.2719 1.1740 3.1918
Cl 0.4396 -3.0939 -0.5749
H 0.1569 -1.5421 2.3481
C -0.5184 1.0265 -1.4109
H -1.5074 -0.9203 -1.1496
C -0.5412 -0.4416 -1.2414
Cl 2.3589 -0.5784 -0.7857
H -0.0715 1.4364 1.4285
```

For the LUMO energy (alpha / beta), the calculation gives -0.0239 / 0.0087 hartree. The total energy is -38591.759 eV. The largest force on an atom is 1.3 eV/A. The gap between HOMO and LUMO (alpha / beta) comes out at 0.290 / 0.308 Ha. As for the molar mass: 156.98 g/mol. As for the spin multiplicity: 1. Its HOMO energy (alpha / beta) is -0.313 / -0.299 Ha.

Record 14
Formula: C4H7Cl3Si
Source: the Open Molecules 2025 dataset
Level of theory: ωB97M-V with the def2-TZVPD basis set

Structure (XYZ):
```
15
Properties=species:S:1:pos:R:3
H -2.6809 0.8713 -1.0096
C -1.8880 0.7002 -0.1799
H 1.6024 1.0142 0.8623
Cl 1.0385 -0.9285 2.8717
H -0.6665 -2.8757 -0.3756
Si -0.9630 -2.1024 0.8089
C -1.5761 -0.4480 0.2499
Cl 0.5371 2.6555 -0.4263
C 0.8523 -1.8184 1.2850
C 1.7653 1.5252 0.0429
H -1.2562 1.5867 0.0594
H 2.2920 1.0265 -0.8309
H -1.8165 -2.6170 1.7170
Cl 1.4999 -3.4097 1.6659
H 1.6724 -1.4288 0.6358
```

For the LUMO energy (alpha / beta), the calculation gives -0.0135 / -0.0191 hartree. The total energy is -49700.601 eV. The largest force on an atom is 6.1 eV/A. The gap between HOMO and LUMO (alpha / beta) comes out at 0.318 / 0.274 Ha. As for the molar mass: 189.55 g/mol. As for the spin multiplicity: 1. Its HOMO energy (alpha / beta) is -0.332 / -0.293 Ha.

Record 15
Formula: C4H7ClN2
Source: the Open Molecules 2025 dataset
Level of theory: ωB97M-V with the def2-TZVPD basis set

Structure (XYZ):
```
14
Properties=species:S:1:pos:R:3
H 1.8743 0.2430 1.8012
N -1.8695 -0.8910 0.7534
C -1.0303 -0.0792 -0.1594
Cl -1.7989 1.5435 0.0393
H -2.1227 -0.2239 -1.8900
H 0.8417 1.6946 1.2549
N -0.9122 -1.0054 1.5588
C -1.1778 -0.4864 -1.5445
H -0.9227 -1.6238 -1.6884
C 0.9077 0.6591 1.6095
H 0.9510 -1.1093 0.3521
H 0.5442 0.8603 2.6870
C 0.1938 -0.4154 0.7539
H -0.4532 -0.0890 -2.2286
```

For the LUMO energy, the calculation gives 0.0231 hartree. The total energy is -19761.260 eV. The largest force on an atom is 4.3 eV/A. The gap between HOMO and LUMO comes out at 0.373 Ha. As for the molar mass: 118.57 g/mol. As for the spin multiplicity: 1. Its HOMO energy is -0.350 Ha.

Record 16
Formula: C4H7ClO
Source: the Open Molecules 2025 dataset
Level of theory: ωB97M-V with the def2-TZVPD basis set

Structure (XYZ):
```
13
Properties=species:S:1:pos:R:3
H 2.5904 1.9546 1.8114
Cl -1.6074 -1.6929 -1.4278
H -0.0624 0.8850 1.7304
H 1.6388 0.0572 1.7422
C 1.7977 2.4543 1.1827
H 0.9326 -1.4219 -0.0640
C 0.2451 -0.6884 0.1813
C -1.0706 -0.6746 -0.1156
H 1.0097 2.7948 1.9399
O 1.3158 1.5044 0.3011
C 0.7411 0.4200 1.0981
H 2.1854 3.3090 0.6118
H -1.7757 0.0978 0.0135
```

Its SMILES is COC/C=C/Cl. For the LUMO energy, the calculation gives 0.0336 hartree. The total energy is -18829.583 eV. The largest force on an atom is 4.3 eV/A. The gap between HOMO and LUMO comes out at 0.389 Ha. As for the molar mass: 106.55 g/mol. As for the spin multiplicity: 1. Its HOMO energy is -0.356 Ha.

Record 17
Formula: C4H7ClO
Source: the Open Molecules 2025 dataset
Level of theory: ωB97M-V with the def2-TZVPD basis set

Structure (XYZ):
```
13
Properties=species:S:1:pos:R:3
H -0.4137 0.7793 -2.1679
H -1.8632 0.5346 -0.8709
Cl -0.6832 -2.5361 1.7340
C 1.4257 0.2412 0.3496
C -0.6705 0.8105 -1.0516
O -1.9788 -0.3097 1.5880
C -1.0865 -0.9553 1.1838
H 1.8491 1.0300 -0.3385
C 0.1710 -0.2598 -0.3542
H 0.1948 -1.2163 -1.0022
H 2.2621 -0.4477 0.1893
H 1.1380 0.6076 1.2915
H -0.3449 1.7217 -0.5509
```

For the LUMO energy, the calculation gives 0.0254 hartree. The total energy is -18829.073 eV. The largest force on an atom is 4.2 eV/A. The gap between HOMO and LUMO comes out at 0.359 Ha. As for the molar mass: 106.55 g/mol. As for the spin multiplicity: 1. Its HOMO energy is -0.333 Ha.